No. 1
Molecular formula: C40H38N5O2Tc
Method: DFT, wB97M-V/def2-TZVPD

XYZ file:
```
86
Properties=species:S:1:pos:R:3:forces:R:3
Tc -0.207 -0.773 -0.285 -1.311 -0.397 0.262
C -2.935 -3.761 -1.428 -0.043 -0.172 -0.117
C -2.534 -3.043 -0.187 0.024 0.341 0.188
C -1.192 -3.105 0.262 -0.094 0.063 0.290
C -0.863 -2.694 1.577 -0.275 -0.076 -0.125
C 0.402 -3.152 2.230 0.163 -0.051 0.087
C -1.848 -2.053 2.338 -0.107 0.055 -0.329
C -3.153 -1.891 1.865 0.390 -0.174 -0.084
C -4.209 -1.292 2.724 -0.213 -0.014 0.173
C -3.481 -2.410 0.608 0.285 -0.045 -0.102
H -3.897 -3.420 -1.799 -0.047 0.019 -0.087
H -3.035 -4.826 -1.199 -0.017 0.009 -0.028
H -2.185 -3.679 -2.212 0.047 -0.004 -0.102
H -0.516 -3.773 -0.261 0.135 0.062 -0.067
H 0.185 -4.069 2.783 -0.006 -0.005 0.028
H 0.776 -2.428 2.951 0.060 0.059 0.062
H 1.184 -3.396 1.515 0.039 -0.008 -0.028
H -1.621 -1.763 3.353 0.072 0.094 0.149
H -4.783 -2.097 3.190 -0.024 0.018 0.028
H -4.919 -0.706 2.141 0.016 0.056 0.018
H -3.791 -0.689 3.527 -0.014 0.068 -0.001
H -4.511 -2.380 0.280 -0.075 0.032 -0.057
O 6.622 -1.668 0.083 -0.055 0.268 0.165
C 5.883 -2.663 -0.558 0.333 -0.581 -0.252
C 4.427 -2.341 -0.482 -0.285 0.218 0.097
C 3.464 -3.038 -1.212 -0.063 0.251 0.215
C 2.145 -2.650 -1.116 0.071 -0.533 -0.334
N 1.713 -1.647 -0.341 0.390 0.207 0.010
C 2.626 -1.021 0.448 0.600 -0.184 -0.160
C 3.976 -1.334 0.372 -0.232 -0.032 -0.020
C 2.065 -0.074 1.419 0.389 0.448 0.369
C 2.823 0.684 2.302 -0.294 -0.217 -0.243
C 2.190 1.496 3.240 -0.341 0.129 -0.247
C 3.000 2.451 4.067 0.103 -0.020 0.734
O 3.822 3.158 3.176 0.155 0.082 -0.310
C 0.797 1.451 3.301 0.314 -0.122 -0.093
C 0.107 0.716 2.361 -0.358 0.198 0.291
N 0.715 -0.002 1.415 0.519 -0.001 0.184
H 7.567 -1.851 0.014 -0.071 -0.025 0.009
H 6.033 -3.649 -0.085 -0.093 0.107 -0.082
H 6.179 -2.781 -1.612 -0.153 0.041 0.088
H 3.734 -3.863 -1.850 0.003 -0.149 -0.134
H 1.385 -3.181 -1.671 -0.035 -0.009 -0.103
H 4.720 -0.837 0.973 -0.052 0.169 0.116
H 3.899 0.680 2.260 0.141 -0.024 -0.074
H 3.598 1.877 4.797 -0.186 0.094 -0.118
H 2.341 3.124 4.633 0.020 -0.190 -0.095
H 4.334 3.827 3.647 -0.040 -0.134 0.001
H 0.249 2.013 4.040 -0.066 0.112 0.052
H -0.974 0.716 2.343 0.007 0.019 0.002
N -2.022 -1.537 -7.572 -0.158 -0.042 -0.648
C -1.734 -1.420 -6.472 0.038 -0.004 0.255
C -1.382 -1.296 -5.100 0.169 -0.001 0.779
C -0.052 -1.404 -4.686 -0.269 0.094 0.078
C 0.236 -1.280 -3.341 0.375 -0.110 -0.274
N -0.692 -1.089 -2.392 0.031 0.014 -0.110
C -1.968 -0.968 -2.800 -0.358 0.041 -0.061
C -2.355 -1.073 -4.122 0.208 0.006 -0.004
H 0.735 -1.577 -5.405 0.075 0.027 0.019
H 1.268 -1.336 -3.023 -0.034 0.036 0.026
H -2.706 -0.775 -2.031 0.016 -0.058 -0.009
H -3.397 -0.988 -4.395 -0.033 0.045 0.043
N -1.180 0.760 -0.308 0.075 -1.177 -0.076
C -1.256 2.030 -0.330 0.117 1.706 -0.198
C -1.902 2.842 0.706 -0.263 -0.118 0.316
C -3.055 2.421 1.381 0.119 -0.037 -0.094
C -3.594 3.201 2.387 -0.028 -0.044 0.014
C -2.968 4.384 2.770 0.113 -0.138 -0.131
C -1.802 4.788 2.131 -0.045 0.007 0.104
C -1.278 4.038 1.097 0.052 -0.232 -0.136
C -0.576 2.741 -1.431 0.128 -0.182 -0.191
C 0.577 2.204 -2.011 0.016 -0.102 0.205
C 1.226 2.874 -3.025 0.082 -0.017 -0.045
C 0.722 4.087 -3.485 -0.095 -0.087 0.068
C -0.446 4.605 -2.946 -0.009 0.040 -0.078
C -1.105 3.939 -1.928 0.026 -0.119 0.105
H -3.535 1.503 1.077 -0.150 -0.136 -0.016
H -4.506 2.898 2.878 -0.065 -0.050 0.019
H -3.381 4.979 3.570 -0.050 0.056 0.031
H -1.294 5.687 2.444 0.011 0.124 0.004
H -0.361 4.341 0.616 0.057 0.101 -0.034
H 0.985 1.276 -1.606 0.076 0.170 -0.165
H 2.128 2.473 -3.459 0.113 -0.041 0.005
H 1.239 4.620 -4.269 0.018 0.037 -0.062
H -0.844 5.534 -3.327 -0.067 0.061 -0.006
H -2.031 4.326 -1.531 -0.024 0.076 0.039
```
Positions in Å, forces in eV/Å.

As for the net charge: +3. The HOMO-LUMO gap (alpha / beta) comes out at 0.2363 / 0.2363 hartree. Its spin multiplicity is 4. Its expectation value of S² is 3.901. The highest occupied orbital energy (alpha / beta) comes out at -16.592 / -16.947 eV.



No. 2
Molecular formula: C2H8O2
Method: DFT, wB97M-V/def2-TZVPD

XYZ file:
```
12
Properties=species:S:1:pos:R:3:forces:R:3
C 1.448 -1.392 -1.695 -2.184 -0.058 0.291
O 1.472 -0.734 -0.430 1.743 0.144 -0.975
H 1.702 -0.693 -2.480 0.294 0.420 -0.045
H 2.024 -2.298 -1.884 0.891 -0.016 0.892
H 0.431 -1.767 -1.810 -0.110 0.105 -0.442
H 0.681 -0.862 0.078 -0.677 -0.664 0.315
C -1.157 1.403 1.663 0.630 1.107 -0.145
O -2.242 0.979 0.891 0.724 -0.078 0.341
H -0.836 0.688 2.450 -0.620 0.018 0.092
H -0.258 1.571 1.071 0.081 -0.219 -0.379
H -1.394 2.387 2.110 -0.327 -0.596 0.395
H -1.870 0.719 0.036 -0.446 -0.164 -0.338
```
Positions in Å, forces in eV/Å.

As for the net charge: +1. The HOMO-LUMO gap (alpha / beta) comes out at 0.4745 / 0.1181 hartree. Its spin multiplicity is 2. Its expectation value of S² is 0.756. The highest occupied orbital energy (alpha / beta) comes out at -16.998 / -14.247 eV.



No. 3
Molecular formula: C29H70BO18
Method: DFT, wB97M-V/def2-TZVPD

XYZ file:
```
118
Properties=species:S:1:pos:R:3:forces:R:3
O 1.789 1.082 3.452 -0.282 0.092 0.108
C 1.293 0.248 2.748 0.645 -0.188 0.318
O 0.967 0.384 1.495 -0.823 -0.083 -0.556
B 0.429 -0.918 0.983 0.630 -0.061 0.422
O 0.586 -1.874 2.077 0.131 0.511 -0.527
C 1.077 -1.230 3.130 -0.022 -0.543 0.255
O 1.340 -1.742 4.172 0.068 0.138 0.425
O 1.197 -1.221 -0.250 -0.192 0.005 0.198
C 0.389 -1.111 -1.263 -0.654 -0.584 -0.462
O 0.656 -1.309 -2.420 -0.083 0.414 -0.277
C -1.063 -0.831 -0.733 1.276 0.155 0.344
O -0.965 -0.875 0.574 -0.574 0.431 0.072
O -2.046 -0.611 -1.372 -0.351 -0.253 -0.229
C -2.669 1.368 2.323 1.170 0.289 -1.361
C -3.115 0.231 3.201 0.096 0.800 0.617
C -2.524 0.396 4.599 -0.107 -0.555 -0.077
O -4.538 0.248 3.353 -0.134 -0.387 -0.003
H -1.606 1.293 2.061 0.051 -0.295 0.370
H -2.735 2.380 2.725 -0.554 -0.183 0.382
H -3.093 1.376 1.313 -0.534 -0.113 0.238
H -2.781 -0.719 2.776 -0.253 -0.032 -0.111
H -2.915 1.324 5.015 0.290 0.084 0.113
H -1.432 0.361 4.582 0.015 0.325 -0.042
H -2.830 -0.425 5.251 -0.178 0.015 -0.038
H -4.907 0.942 2.802 0.088 -0.028 -0.122
C -0.243 3.927 2.880 0.092 0.288 1.087
C 0.264 5.105 2.083 0.831 -1.045 -1.351
C 1.719 4.905 1.628 0.160 -0.264 2.004
O -0.473 5.180 0.846 -0.535 0.455 0.452
H -0.044 2.951 2.444 -0.064 0.119 -0.345
H -1.308 4.060 3.088 -0.056 -0.166 -0.166
H 0.231 3.920 3.869 0.077 -0.029 -0.059
H 0.177 6.007 2.696 -0.132 0.221 -0.304
H 2.103 5.679 0.973 -0.184 -0.111 -0.294
H 1.912 3.879 1.313 -0.350 0.133 -0.751
H 2.325 4.919 2.547 0.058 0.360 -0.076
H -1.400 5.323 1.082 0.102 0.109 -0.173
C 1.635 -3.802 -4.741 -0.206 -0.183 -0.290
C 3.006 -3.235 -4.386 -1.138 0.811 0.238
C 3.318 -2.055 -5.316 -0.641 -0.904 -0.920
O 2.955 -2.796 -3.028 0.499 -0.358 -0.157
H 0.892 -2.999 -4.747 0.124 0.060 -0.324
H 1.224 -4.520 -4.029 0.497 -0.115 0.191
H 1.688 -4.305 -5.712 -0.271 0.206 -0.040
H 3.748 -4.019 -4.551 0.224 0.118 0.607
H 4.354 -1.733 -5.288 -0.047 0.200 0.167
H 2.599 -1.239 -5.217 0.274 0.172 0.569
H 3.077 -2.413 -6.328 0.493 0.027 -0.096
H 2.129 -2.283 -2.928 0.421 -0.174 0.064
C -1.762 -2.456 -5.383 -0.499 -0.295 -0.422
C -1.712 -0.949 -5.158 -0.189 0.069 0.234
C -2.190 -0.186 -6.383 0.354 0.117 -0.246
O -2.576 -0.608 -4.080 0.044 0.219 0.052
H -1.858 -3.027 -4.459 0.330 0.187 0.147
H -0.950 -2.864 -5.987 0.110 0.194 0.089
H -2.684 -2.675 -5.934 -0.010 0.017 0.022
H -0.710 -0.582 -4.908 0.124 -0.326 -0.101
H -1.971 0.875 -6.259 -0.154 0.026 -0.015
H -3.257 -0.315 -6.570 -0.043 -0.069 0.253
H -1.669 -0.525 -7.283 0.080 -0.025 0.067
H -2.086 -0.645 -3.241 -0.262 -0.066 -0.273
C -3.348 3.239 -2.733 0.969 -0.367 -0.945
C -2.671 2.659 -1.491 -0.307 1.291 0.170
C -1.168 2.602 -1.570 0.575 0.051 -0.570
O -2.962 3.552 -0.371 -0.285 -0.670 -0.157
H -3.199 4.310 -2.885 -0.059 0.083 0.620
H -4.398 2.995 -2.870 -0.042 -0.033 0.332
H -2.805 2.819 -3.591 -0.330 -0.270 -0.049
H -3.041 1.645 -1.318 -0.223 0.159 0.251
H -0.787 2.181 -0.634 0.161 -0.136 -0.119
H -0.724 3.596 -1.678 -0.202 0.085 0.127
H -0.792 2.045 -2.433 -0.134 -0.302 0.193
H -2.111 3.693 0.055 -0.007 0.044 0.157
C -3.874 -2.940 1.191 1.762 0.437 -0.200
C -3.824 -3.814 -0.063 -1.107 0.518 0.294
C -4.815 -4.957 0.049 0.370 -0.527 -0.064
O -4.219 -3.043 -1.198 0.345 -0.168 -0.110
H -3.642 -3.532 2.079 -0.509 0.014 0.137
H -4.714 -2.257 1.289 -0.461 -0.538 0.018
H -3.008 -2.266 1.124 -0.105 0.044 0.000
H -2.800 -4.181 -0.190 -0.013 -0.141 -0.004
H -4.709 -5.433 1.025 -0.149 0.079 0.057
H -4.633 -5.749 -0.682 -0.028 0.193 -0.179
H -5.832 -4.591 -0.083 -0.002 0.069 0.100
H -3.577 -2.330 -1.312 -0.128 0.079 -0.076
C 2.510 2.369 -1.629 -0.668 0.201 -0.949
C 3.269 1.708 -2.800 -0.839 -0.810 1.595
C 3.918 0.395 -2.350 1.023 0.603 0.023
O 2.321 1.303 -3.800 0.169 0.855 -0.257
H 1.680 1.704 -1.378 0.146 -0.012 0.458
H 2.036 3.280 -2.006 -0.002 0.004 0.008
H 3.083 2.669 -0.754 0.269 -0.390 0.032
H 3.926 2.488 -3.178 0.289 -0.454 -0.644
H 4.769 0.488 -1.668 -0.078 0.355 -0.028
H 4.295 -0.114 -3.236 -0.184 -0.288 0.084
H 3.194 -0.214 -1.807 -0.122 -0.095 -0.276
H 1.918 0.486 -3.482 -0.036 0.007 0.018
C 4.546 -0.014 1.402 -1.042 -0.682 1.293
C 4.947 -1.337 2.085 0.104 0.782 -1.993
O 6.176 -1.197 2.768 -0.270 -0.642 0.839
H 3.580 -0.232 0.936 0.254 0.340 -0.578
H 5.286 0.396 0.720 -0.024 -0.195 -0.184
H 4.317 0.715 2.184 0.248 0.176 -0.065
H 5.013 -2.084 1.281 0.325 -0.112 0.101
H 4.111 -1.699 2.683 0.456 0.220 0.794
H 6.746 -0.612 2.269 -0.054 0.110 -0.184
C 3.222 2.148 6.050 -0.528 0.864 -0.864
O 3.779 2.509 4.785 0.164 -0.385 -0.032
H 2.895 1.110 6.134 0.410 -0.156 -0.103
H 3.969 2.426 6.787 -0.116 -0.184 0.224
H 2.316 2.758 6.162 0.057 -0.032 0.548
H 3.169 2.211 4.095 0.103 -0.025 0.276
C -1.007 -2.932 6.383 0.315 -1.033 -0.100
O -1.355 -3.396 7.688 -0.257 0.457 0.200
H -0.963 -1.848 6.360 -0.043 -0.007 0.193
H -0.029 -3.352 6.130 0.006 0.399 -0.262
H -1.726 -3.300 5.641 -0.007 0.252 -0.008
H -1.225 -4.345 7.707 0.008 -0.050 -0.037
```
Positions in Å, forces in eV/Å.

As for the net charge: -1. The HOMO-LUMO gap comes out at 0.3629 hartree. The highest occupied orbital energy comes out at -7.789 eV.